Entry from OMol25: 3 unconnected molecules or ions with the total composition C7H12N2O3 (the ωB97M-V functional and the def2-TZVPD basis).

## Properties
LUMO level = 0.412 eV
F_max = 0.0784 hartree/bohr
2S+1 = 1
HOMO-LUMO gap = 11.387 eV
DFT total energy = -609.11479 a.u.
relative energy (zero: lowest compared OMol25 entry of this formula, charge and spin) = 1.998 eV
net charge = 0
SMILES = COC(=O)OC.CC#N.CC#N

Last column: Mulliken charge in e.
Atoms and positions in Å:
1 C -0.538263 -4.322200 -1.010465  -0.66
2 O 0.768227 -3.839430 -1.067915  -0.28
3 C 1.776367 -4.588120 -1.446105  0.78
4 O 1.769667 -5.760940 -1.810785  -0.57
5 O 2.887187 -3.849250 -1.285655  -0.30
6 C 4.122627 -4.438860 -1.462055  -0.67
7 H -1.175563 -3.530730 -0.616065  0.24
8 H -0.745583 -5.182660 -0.374285  0.31
9 H -0.884653 -4.692750 -1.975255  0.30
10 H 4.950087 -3.737150 -1.567075  0.25
11 H 4.196597 -5.119650 -2.310095  0.31
12 H 4.354587 -5.033510 -0.578495  0.29
13 C -2.358643 0.211930 3.292445  -0.63
14 C -2.127663 1.439270 2.491735  0.27
15 N -2.002493 2.348580 1.745505  -0.37
16 H -3.427463 0.062130 3.139835  0.24
17 H -1.996033 0.347880 4.311335  0.26
18 H -1.849593 -0.630980 2.825025  0.23
19 C -0.859583 8.209090 -0.494275  -0.75
20 C -2.179023 8.664400 -0.131735  0.34
21 N -3.227003 9.102140 0.143085  -0.36
22 H -0.448073 7.381780 0.083915  0.27
23 H -0.129853 9.005600 -0.348865  0.25
24 H -0.875863 7.953420 -1.553745  0.24

Cartesian forces, eV/Å:
C -1.5 -1.0 -0.3
O 0.2 0.8 0.4
C 1.2 -2.4 -0.3
O -0.4 2.0 0.5
O -1.3 1.2 -0.2
C 1.7 -1.7 0.1
H 0.2 0.2 -0.4
H 0.9 -0.1 0.5
H 0.0 0.5 -0.3
H -0.6 0.6 0.0
H -0.4 0.1 -0.1
H 0.0 -0.2 0.1
C 0.1 0.8 -1.0
C 0.7 2.5 -2.5
N -0.4 -3.0 2.7
H -0.1 -0.3 0.8
H -0.5 -0.1 0.0
H 0.1 0.1 0.0
C 0.9 0.0 -0.4
C -2.5 1.1 1.1
N 2.2 -1.0 -0.6
H -0.6 -0.2 0.0
H -0.2 0.2 -0.1
H 0.2 -0.1 0.0

=====

Entry from OMol25: C7H12N2O3S in the gas phase (the ωB97M-V functional and the def2-TZVPD basis).

## Properties
LUMO level (alpha / beta) = -1.393 / -1.884 eV
F_max = 0.1649 hartree/bohr
2S+1 = 1
HOMO-LUMO gap (alpha / beta) = 8.473 / 8.032 eV
DFT total energy = -1007.11478 a.u.
relative energy (zero: lowest compared OMol25 entry of this formula, charge and spin) = 6.867 eV
net charge = 0
SMILES = CCCCO/N=C(/C#N)S(C)(=O)=O

Last column: Mulliken charge in e.
Atoms and positions in Å:
1 C 0.287347 1.989204 1.561074  -0.97
2 C -0.875988 2.853891 0.982915  -0.47
3 C -1.131317 2.443586 -0.440589  -0.75
4 C -1.914105 1.128701 -0.729645  -0.37
5 O -1.134452 -0.029819 -0.602923  0.00
6 N 0.029569 0.028764 -1.351280  -0.38
7 C 0.919063 -1.203531 -1.051394  0.08
8 C 2.085904 -1.411021 -1.684976  0.35
9 N 3.166270 -1.576237 -2.055252  -0.42
10 S 0.328318 -2.452422 0.144601  1.25
11 C 1.483190 -3.875175 0.085796  -1.13
12 O -0.873600 -2.978401 -0.365032  -0.61
13 O 0.365835 -1.928416 1.487928  -0.61
14 H 1.114272 2.073512 0.926524  0.33
15 H 0.363401 2.305421 2.561736  0.42
16 H -0.026090 0.856797 1.469445  0.10
17 H -1.794524 2.806746 1.446832  0.37
18 H -0.506862 3.912884 1.132117  0.31
19 H -1.771782 3.241640 -1.002235  0.27
20 H -0.286512 2.139628 -0.996248  0.48
21 H -2.583890 0.957112 -0.000223  0.37
22 H -2.293100 1.094600 -1.875850  0.25
23 H 1.111583 -4.538030 0.833114  0.43
24 H 1.410392 -4.292582 -0.947340  0.36
25 H 2.527076 -3.546852 0.470906  0.34

Cartesian forces, eV/Å:
C -3.9 -2.5 -0.7
C 3.2 0.3 -1.0
C -2.6 0.8 -2.0
C 1.3 1.7 -4.0
O 3.5 -1.6 -0.6
N 2.3 -5.4 1.9
C -6.9 4.8 0.9
C 2.4 0.4 -1.0
N 0.0 -0.2 -0.3
S 1.7 -0.7 1.5
C 1.7 2.1 -0.6
O -1.9 -0.3 -0.9
O 0.2 0.3 -0.7
H 1.6 0.5 -0.5
H 1.0 -0.1 1.3
H 0.7 2.1 0.7
H -1.8 -0.4 1.8
H -0.6 -0.9 -0.8
H 1.4 -1.2 0.8
H 1.6 1.1 -0.7
H -3.2 -0.5 2.0
H 0.4 0.5 2.8
H -0.7 -0.5 0.4
H 0.5 0.2 1.0
H -1.6 -0.5 -1.2

=====

Entry from OMol25: a molecular structure, C7H12N3 (the ωB97M-V functional and the def2-TZVPD basis).

## Properties
LUMO level = -4.151 eV
F_max = 0.1012 hartree/bohr
2S+1 = 1
HOMO-LUMO gap = 7.882 eV
DFT total energy = -437.81314 a.u.
relative energy (zero: lowest compared OMol25 entry of this formula, charge and spin) = 5.039 eV
net charge = +1

Last column: Mulliken charge in e.
Atoms and positions in Å:
1 C 1.287776 1.713452 1.333647  -0.30
2 C 1.546338 0.398133 1.025367  0.55
3 C -0.570893 0.999498 0.648147  0.34
4 C -1.876635 0.500417 0.152688  -0.64
5 C -0.525853 -1.532159 -0.247681  -0.30
6 C 2.784893 -0.334362 1.155690  -1.16
7 C -1.209178 -0.077136 -2.064637  -0.75
8 N 0.004448 2.079589 1.102334  -0.65
9 N 0.325312 -0.023690 0.534459  -0.04
10 N -1.570000 -0.628083 -0.805874  -0.18
11 H 2.064843 2.517925 1.489445  0.35
12 H -2.626646 0.223965 0.890733  0.39
13 H -2.578546 1.300688 -0.298454  0.39
14 H 0.072935 -2.204239 -0.847603  0.37
15 H -1.056295 -2.061726 0.484738  0.34
16 H 2.992736 -1.130954 0.339222  0.29
17 H 3.777632 0.361972 1.144756  0.29
18 H 2.798751 -1.055229 1.994405  0.27
19 H -0.815454 -0.995800 -2.543411  0.37
20 H -2.001194 0.478797 -2.640428  0.33
21 H -0.288611 0.565393 -1.972955  0.32
22 H -2.536360 -1.096451 -0.874587  0.40

Cartesian forces, eV/Å:
C 1.8 1.2 -0.1
C -0.8 0.8 -0.3
C 0.5 -1.4 -0.4
C -2.3 2.8 0.4
C 0.9 4.5 2.4
C 3.7 -1.8 -1.2
C 2.3 0.2 -3.2
N -1.4 0.0 -0.4
N -1.0 -3.7 -1.1
N -3.0 0.1 1.3
H -1.0 -1.3 0.3
H 0.6 -1.0 0.7
H 1.7 -1.1 -0.4
H 0.2 0.8 -0.7
H 0.0 -0.7 1.6
H -0.5 1.6 0.6
H -2.7 -1.6 0.3
H 0.1 0.9 0.3
H -0.5 0.9 -1.0
H 0.7 -0.9 0.9
H -1.1 -0.4 0.2
H 1.9 0.2 -0.1

=====

Entry from OMol25: a gas-phase ion, C7H12N3 (charge +1) (the ωB97M-V functional and the def2-TZVPD basis).

## Properties
LUMO level (alpha / beta) = -4.207 / -4.215 eV
F_max = 0.0995 hartree/bohr
2S+1 = 1
HOMO-LUMO gap (alpha / beta) = 5.793 / 5.781 eV
DFT total energy = -437.72178 a.u.
relative energy (zero: lowest compared OMol25 entry of this formula, charge and spin) = 7.525 eV
net charge = +1

Last column: Mulliken charge in e.
Atoms and positions in Å:
1 C 0.890475 1.636898 0.310160  -0.61
2 C 1.766403 0.556126 -0.022137  1.08
3 C 1.363117 -0.655108 -0.197328  0.15
4 C -0.893234 0.119025 0.424297  -0.40
5 C -3.228202 0.181175 -0.318364  0.00
6 C 3.256207 0.900449 -0.112429  -1.30
7 C 1.243208 -2.052020 -0.200648  -1.18
8 N -0.428001 1.377455 0.418513  -0.04
9 N -4.470783 -0.368938 -0.261201  -0.42
10 N -2.163723 -0.308651 0.365936  -0.11
11 H 1.319916 2.526192 0.641932  0.45
12 H -3.141819 1.093631 -0.785329  0.39
13 H 3.837851 0.020567 -0.488326  0.35
14 H 3.418674 1.771238 -0.863188  0.31
15 H 3.740998 1.290144 0.875014  0.29
16 H 0.621325 -2.441869 0.765272  0.23
17 H 0.471620 -2.247747 -0.951299  0.33
18 H 2.180511 -2.578809 -0.390684  0.35
19 H -0.931742 2.176065 0.808449  0.31
20 H -5.329840 0.186193 -0.602623  0.28
21 H -4.603103 -1.476926 -0.258259  0.28
22 H -2.192083 -1.272406 0.632979  0.25

Cartesian forces, eV/Å:
C -0.3 -1.7 -0.9
C 1.4 1.9 0.5
C -3.5 1.2 1.3
C 5.1 0.0 -0.5
C -0.6 -2.5 2.3
C 1.6 1.3 -0.3
C -2.6 -2.4 1.4
N -0.3 -0.1 1.1
N -1.2 -1.9 -0.9
N -2.6 0.8 -2.1
H 0.1 1.5 0.4
H 0.4 2.0 -0.8
H -0.4 0.9 0.4
H -0.4 -1.6 1.1
H -1.2 -1.0 -1.6
H 2.3 0.9 -1.8
H 0.6 -0.6 -0.5
H -0.1 -0.1 0.1
H -0.4 -0.2 -0.4
H 2.2 -1.3 0.6
H 0.4 3.5 0.3
H -0.5 -0.5 0.4

=====

Entry from OMol25: a gas-phase ion, C7H12N3O (charge +1) (the ωB97M-V functional and the def2-TZVPD basis).

## Properties
LUMO level (alpha / beta) = -5.042 / -5.041 eV
F_max = 0.1130 hartree/bohr
2S+1 = 1
HOMO-LUMO gap (alpha / beta) = 7.531 / 7.532 eV
DFT total energy = -513.03211 a.u.
relative energy (zero: lowest compared OMol25 entry of this formula, charge and spin) = 4.957 eV
net charge = +1

Last column: Mulliken charge in e.
Atoms and positions in Å:
1 C -0.996544 2.198837 -0.065361  -1.02
2 C -0.445903 1.416363 -1.094414  0.28
3 C -1.071505 2.073908 1.318821  0.40
4 C -0.025564 -0.189732 1.175430  0.78
5 C 2.031424 0.188143 -1.770187  -0.99
6 C 0.230221 0.919328 3.214231  -0.90
7 C 0.601540 -0.525946 -1.826917  -0.61
8 N -0.332314 0.130794 -1.014691  -0.28
9 N -0.248393 0.814760 1.827215  -0.04
10 N 0.081797 -1.478370 1.370130  -0.30
11 O -1.547468 2.717890 2.154124  -0.45
12 H -1.293219 3.217060 -0.250555  0.36
13 H -0.070003 1.738104 -2.093666  0.45
14 H 2.459887 0.142838 -2.677920  0.40
15 H 1.834419 1.181785 -1.459146  0.41
16 H 2.680827 -0.523670 -1.140357  0.26
17 H 0.457716 -0.071584 3.544667  0.37
18 H 1.129285 1.532704 3.242416  0.33
19 H -0.567718 1.524962 3.789127  0.32
20 H 0.263215 -0.409803 -2.958943  0.35
21 H 0.545536 -1.616939 -1.662722  0.41
22 H 0.619730 -2.120825 0.819929  0.24
23 H -0.440479 -1.850452 2.148907  0.26

Cartesian forces, eV/Å:
C 0.3 0.9 -1.8
C -0.6 1.1 0.5
C 1.1 -2.2 -2.2
C -0.2 -2.7 -5.1
C -1.7 -4.0 3.2
C -1.2 1.8 0.9
C 1.2 0.2 -3.3
N -0.3 -1.4 4.1
N 0.0 2.0 1.7
N -0.2 0.8 0.8
O -1.0 1.4 2.2
H 0.1 0.2 -0.7
H -0.8 0.9 0.9
H 1.5 0.2 -3.3
H 0.6 0.8 0.7
H -0.7 1.8 -0.3
H -0.1 -0.4 0.7
H 0.1 0.0 -0.2
H 1.2 -1.5 -0.7
H 0.2 -0.2 2.2
H 0.4 0.5 0.1
H 0.0 0.1 -0.5
H 0.1 -0.3 0.2

=====

Entry from OMol25: 3 unconnected molecules or ions with the total composition C7H12N4 (the ωB97M-V functional and the def2-TZVPD basis).

## Properties
LUMO level = -0.330 eV
F_max = 0.1351 hartree/bohr
2S+1 = 1
HOMO-LUMO gap = 7.264 eV
DFT total energy = -492.49626 a.u.
relative energy (zero: lowest compared OMol25 entry of this formula, charge and spin) = 11.707 eV
net charge = 0

Last column: Mulliken charge in e.
Atoms and positions in Å:
1 C 1.531555 -0.410421 0.287443  -0.08
2 C -0.816042 -0.389934 -0.204413  0.86
3 C -1.924158 -1.033928 -0.618547  -0.42
4 C -3.204550 -0.704319 -0.280817  -0.43
5 C -3.142740 0.638024 0.225014  -0.42
6 C -2.006600 1.460832 0.392580  -0.81
7 C -0.801238 0.930203 0.528835  -0.45
8 H 2.385059 2.712141 -1.334121  0.26
9 H 3.880652 0.691450 -0.881613  0.26
10 H 0.968578 1.140984 -1.060047  0.42
11 H 1.391329 -0.031161 1.249861  0.26
12 H 3.008293 -1.629770 1.740873  0.28
13 H 2.544822 -2.002664 -0.112860  0.23
14 H 0.547068 -2.044653 -0.441185  0.30
15 H -1.671551 -2.314077 -0.421680  0.00
16 H -3.860224 -1.451489 -0.724869  0.38
17 H -4.226402 0.881982 0.324996  0.27
18 H -2.083971 2.473422 0.762913  0.36
19 H -0.016853 1.278576 1.096777  0.50
20 N 2.657291 1.724077 -0.205403  -0.54
21 N 1.854119 0.473816 -0.854129  -0.50
22 N 2.647956 -1.351670 0.604140  -0.60
23 N 0.337612 -1.041410 -0.073740  -0.11

Cartesian forces, eV/Å:
C 1.9 -0.3 0.5
C 1.9 2.9 3.4
C 1.2 -6.6 1.1
C 2.9 2.8 -0.6
C -4.8 -1.3 -1.6
C -2.9 1.0 2.0
C -1.0 -4.7 -4.3
H 1.4 -3.3 3.6
H -2.2 3.5 2.0
H 1.8 -2.9 0.5
H -0.3 2.1 1.3
H -2.2 1.0 -5.1
H 1.0 -2.4 -0.6
H -1.4 2.5 0.6
H -0.8 3.4 -1.8
H -1.3 0.9 1.2
H 1.2 1.5 0.3
H -0.8 0.2 0.1
H 1.7 1.1 0.5
N 2.1 -1.8 -6.4
N -2.1 4.2 1.4
N 0.4 1.6 3.1
N 2.2 -5.3 -1.4